DFT (ωB97M-V/def2-TZVPD) results for a cluster of 2 separate species, H2N2O2 in total at a distorted geometry.

CARTESIAN COORDINATES (ANGSTROEM)
N (0.15292, -0.06407, -0.41942)
N (-0.01822, 2.28990, -0.30314)
O (-0.29966, 2.59083, 0.77381)
O (0.24653, 2.67305, -1.35348)
H (-0.92498, -0.07079, -0.42388)
H (0.44419, 0.11416, -1.40973)

Results
Energy relative to the best compared isomer or geometry (same formula, charge and spin) ... 98.5 kcal/mol
Multiplicity ... 1
HOMO energy (spin up / spin down) ... -0.3425 / -0.3426 Eh
Frontier orbital gap (spin up / spin down) ... 7.77 / 7.77 eV



DFT (ωB97M-V/def2-TZVPD) results for a cluster of 2 separate species, H2N2O2S in total at a distorted geometry.

CARTESIAN COORDINATES (ANGSTROEM)
N (1.54741, -0.84812, 0.58153)
N (0.41288, -1.02104, 0.85410)
O (-0.35758, 2.50720, -1.49949)
O (-1.08871, 0.37872, -0.53090)
S (-0.11939, 1.09318, -1.39827)
H (-0.51168, -0.32726, 0.51245)
H (0.11707, -1.78268, 1.48058)

Results
Energy relative to the best compared isomer or geometry (same formula, charge and spin) ... 28.9 kcal/mol
Multiplicity ... 1
HOMO energy (spin up / spin down) ... -0.2998 / -0.2996 Eh
Frontier orbital gap (spin up / spin down) ... 6.65 / 6.64 eV



DFT (ωB97M-V/def2-TZVPD) results for a cluster of 2 separate species, H2N2O2S in total at a distorted geometry.

CARTESIAN COORDINATES (ANGSTROEM)
N (0.82737, -0.70618, 0.11159)
N (-1.27057, -0.07253, -0.03549)
O (-2.16082, -0.84637, -0.03002)
O (-1.13979, 1.10180, -0.11208)
S (1.41065, 0.77327, 0.18713)
H (0.72625, -1.14661, 1.02205)
H (1.60691, 0.89663, -1.14319)

Results
Energy relative to the best compared isomer or geometry (same formula, charge and spin) ... 72.2 kcal/mol
Multiplicity ... 1
HOMO energy (spin up / spin down) ... -0.3362 / -0.3170 Eh
Frontier orbital gap (spin up / spin down) ... 8.57 / 7.95 eV



DFT (ωB97M-V/def2-TZVPD) results for a cluster of 2 separate species, H2N2O4 in total.

CARTESIAN COORDINATES (ANGSTROEM)
O (-1.29569, 0.18914, 1.13819)
N (-2.16297, 0.33715, 0.36439)
O (-2.27603, -0.77276, -0.41733)
H (-2.96602, -0.51100, -1.04633)
O (3.16726, -0.79395, 0.48609)
N (2.10727, -0.40393, 0.21364)
O (2.18846, 0.86850, -0.33960)
H (1.23773, 1.08685, -0.39904)

Results
Energy relative to the best compared isomer or geometry (same formula, charge and spin) ... 0.0 kcal/mol
Multiplicity ... 1
HOMO energy ... -0.3849 Eh
Frontier orbital gap ... 10.54 eV



DFT (ωB97M-V/def2-TZVPD) results for a structure of composition H2N2O4P at a distorted geometry.

CARTESIAN COORDINATES (ANGSTROEM)
N (0.99491, 0.92209, 0.66438)
N (-1.26166, 0.04427, -0.72192)
O (-0.11982, -1.90941, 1.20642)
O (-1.88454, 0.72091, 0.18115)
O (-1.70740, -0.27166, -1.82058)
O (1.24139, -0.56569, -1.42827)
P (0.41185, -0.33864, -0.24320)
H (1.94267, 0.61580, 0.61529)
H (0.38260, 0.78232, 1.54674)

Results
Energy relative to the best compared isomer or geometry (same formula, charge and spin) ... 126.0 kcal/mol
Total charge ... -1
Multiplicity ... 1
HOMO energy (spin up / spin down) ... -0.1565 / -0.1565 Eh
Frontier orbital gap (spin up / spin down) ... 7.61 / 7.61 eV



DFT (ωB97M-V/def2-TZVPD) results for an isolated molecule of H2N2O4S at a distorted geometry.

CARTESIAN COORDINATES (ANGSTROEM)
N (1.46620, -0.70948, -0.96601)
N (-0.14419, 1.49577, -0.13273)
O (2.56293, -0.89925, -0.59425)
O (0.42430, -1.28696, -0.07203)
O (-1.60617, 0.24485, 1.47984)
O (-0.85491, -1.07705, -0.53827)
S (-1.34270, 0.57670, -0.08669)
H (0.33107, 1.82045, -0.95305)
H (-0.83653, -0.16503, 1.86319)

Results
Energy relative to the best compared isomer or geometry (same formula, charge and spin) ... 103.4 kcal/mol
Multiplicity ... 1
HOMO energy ... -0.3655 Eh
Frontier orbital gap ... 9.57 eV



DFT (ωB97M-V/def2-TZVPD) results for a structure of composition H2N2P2S3 at a distorted geometry.

CARTESIAN COORDINATES (ANGSTROEM)
N (-0.06284, 1.44964, -0.67382)
N (-0.60326, -1.15480, -0.69638)
P (-1.66235, 1.82960, -0.99012)
P (-2.24595, -0.98463, -0.77556)
S (-2.36719, 2.64123, 0.56562)
S (-2.84799, -2.35281, 0.37586)
S (0.61346, 0.11890, -1.39315)
H (0.50990, 1.68512, 0.20294)
H (-0.15373, -1.86218, -0.17523)

Results
Energy relative to the best compared isomer or geometry (same formula, charge and spin) ... 4.9 kcal/mol
Multiplicity ... 1
HOMO energy ... -0.3294 Eh
Frontier orbital gap ... 7.45 eV



DFT (ωB97M-V/def2-TZVPD) results for a cluster of 2 separate species, H2N3O2 in total at a distorted geometry.

CARTESIAN COORDINATES (ANGSTROEM)
N (0.35739, -1.24557, -0.04323)
N (1.31739, -0.38175, 0.01127)
N (-1.31985, 0.05227, -0.02680)
O (-2.52247, -0.22838, -0.01482)
O (-0.83380, 1.24813, -0.07251)
H (1.67314, 0.05435, 0.82976)
H (1.32820, 0.50095, -0.68367)

Results
Energy relative to the best compared isomer or geometry (same formula, charge and spin) ... 75.5 kcal/mol
Total charge ... -1
Multiplicity ... 1
HOMO energy (spin up / spin down) ... -0.1021 / -0.1021 Eh
Frontier orbital gap (spin up / spin down) ... 7.65 / 7.65 eV



DFT (ωB97M-V/def2-TZVPD) results for a structure of composition H2N3O2S at a distorted geometry.

CARTESIAN COORDINATES (ANGSTROEM)
N (-1.15053, 0.10360, -0.56109)
N (-2.42964, 0.50891, -0.01327)
N (-2.33220, 1.69010, 0.29377)
O (-3.35848, -0.26658, 0.03491)
O (1.33865, 0.67538, -0.25695)
S (-0.38622, 1.44249, 0.00964)
H (-0.73180, -0.76262, -0.45649)
H (1.33287, 0.16801, 0.57072)

Results
Energy relative to the best compared isomer or geometry (same formula, charge and spin) ... 48.1 kcal/mol
Total charge ... -1
Multiplicity ... 1
HOMO energy ... -0.1251 Eh
Frontier orbital gap ... 7.54 eV



DFT (ωB97M-V/def2-TZVPD) results for a structure of composition H2N3O2S at a distorted geometry.

CARTESIAN COORDINATES (ANGSTROEM)
N (-0.71852, -0.70885, -0.45494)
N (0.14929, 0.05045, 0.45226)
N (0.41503, -0.28176, 1.68552)
O (0.93033, 0.92561, -0.37699)
O (1.27122, 0.39608, 2.30618)
S (-0.69389, -0.24403, -2.12709)
H (-1.76685, -0.87209, -0.14684)
H (0.41339, 0.73459, -1.33809)

Results
Energy relative to the best compared isomer or geometry (same formula, charge and spin) ... 63.4 kcal/mol
Total charge ... -1
Multiplicity ... 1
HOMO energy ... -0.1100 Eh
Frontier orbital gap ... 6.91 eV



DFT (ωB97M-V/def2-TZVPD) results for a cluster of 2 separate species, H2N3O2S in total at a distorted geometry.

CARTESIAN COORDINATES (ANGSTROEM)
N (-1.93838, 0.34039, -0.21936)
N (0.58750, -1.16052, 0.66646)
N (1.11178, -0.03668, 0.02771)
O (0.71039, -1.05803, 1.87002)
O (1.64825, 0.93885, 0.58552)
S (1.24084, -0.33510, -1.60056)
H (-2.11470, 0.18777, -1.20447)
H (-1.24568, 1.12332, -0.12532)

Results
Energy relative to the best compared isomer or geometry (same formula, charge and spin) ... 75.9 kcal/mol
Total charge ... -1
Multiplicity ... 1
HOMO energy (spin up / spin down) ... -0.1496 / -0.1172 Eh
Frontier orbital gap (spin up / spin down) ... 7.43 / 6.18 eV



DFT (ωB97M-V/def2-TZVPD) results for a structure of composition H2N3O3PS at a distorted geometry.

CARTESIAN COORDINATES (ANGSTROEM)
N (2.15234, 0.13213, -0.57857)
N (1.49509, -0.03892, 0.64174)
N (1.17626, -1.31569, 0.11624)
O (-3.09641, -0.35169, -0.49032)
O (-1.33783, 1.55420, -0.91089)
O (-1.72739, 0.74916, 1.43331)
P (-1.98683, 0.53205, -0.00358)
S (-0.42699, -1.40290, -0.19595)
H (1.37053, 0.26168, -1.27467)
H (2.38121, -0.12000, 1.26269)

Results
Energy relative to the best compared isomer or geometry (same formula, charge and spin) ... 23.9 kcal/mol
Total charge ... -2
Multiplicity ... 1
HOMO energy (spin up / spin down) ... 0.0104 / -0.0004 Eh
Frontier orbital gap (spin up / spin down) ... 6.23 / 6.53 eV



DFT (ωB97M-V/def2-TZVPD) results for the ion H2N3O3S with charge -1 at a distorted geometry.

CARTESIAN COORDINATES (ANGSTROEM)
N (1.97581, 0.14541, -0.21917)
N (0.69582, 0.17233, -0.38429)
N (-0.09545, -0.47064, 0.53483)
S (-1.69148, -0.19218, 0.10910)
O (-1.74263, 0.24092, -1.31603)
O (-2.36152, -1.46387, 0.38323)
O (-1.98010, 0.81446, 1.08977)
H (2.60624, 0.05493, 0.63680)
H (2.59332, 0.69865, -0.83425)

Results
Energy relative to the best compared isomer or geometry (same formula, charge and spin) ... 89.2 kcal/mol
Total charge ... -1
Multiplicity ... 1
HOMO energy ... -0.1705 Eh
Frontier orbital gap ... 8.18 eV



DFT (ωB97M-V/def2-TZVPD) results for a cluster of 2 separate species, H2N3OP in total at a distorted geometry.

CARTESIAN COORDINATES (ANGSTROEM)
N (0.83718, 1.37361, 1.66509)
N (1.15578, 0.86155, 0.55233)
N (-0.19027, 0.84955, 1.08013)
O (0.04366, -1.01700, -1.78763)
P (-1.64895, 0.66006, 0.69533)
H (0.23473, -0.90684, -0.94163)
H (-0.43213, -1.82093, -1.26362)

Results
Energy relative to the best compared isomer or geometry (same formula, charge and spin) ... 78.9 kcal/mol
Multiplicity ... 1
HOMO energy (spin up / spin down) ... -0.2875 / -0.2875 Eh
Frontier orbital gap (spin up / spin down) ... 6.44 / 6.45 eV



DFT (ωB97M-V/def2-TZVPD) results for an isolated molecule of H2N3OP at a distorted geometry.

CARTESIAN COORDINATES (ANGSTROEM)
O (3.51647, -0.87038, 0.28195)
P (2.92198, 0.49977, -0.26015)
N (1.27212, 0.31986, -0.04234)
N (0.22583, 1.01156, 0.59134)
N (0.45675, -0.33059, 0.96914)
H (-0.73886, 1.05690, 0.03783)
H (-0.09784, -1.16597, 0.54217)

Results
Energy relative to the best compared isomer or geometry (same formula, charge and spin) ... 1.2 kcal/mol
Multiplicity ... 1
HOMO energy ... -0.3664 Eh
Frontier orbital gap ... 9.48 eV



DFT (ωB97M-V/def2-TZVPD) results for a cluster of 2 separate species, H2N3PS in total at a distorted geometry.

CARTESIAN COORDINATES (ANGSTROEM)
H (-0.15043, 1.04768, -0.76402)
N (-1.21754, 1.01417, -0.73304)
N (-1.89213, 0.13068, -0.25766)
S (-0.96836, -1.26726, 0.45977)
H (-2.00749, -1.96963, 1.04932)
N (2.47557, 0.61761, 0.44899)
P (3.76038, 0.42674, -0.20337)

Results
Energy relative to the best compared isomer or geometry (same formula, charge and spin) ... 11.8 kcal/mol
Multiplicity ... 1
HOMO energy ... -0.3302 Eh
Frontier orbital gap ... 8.61 eV



DFT (ωB97M-V/def2-TZVPD) results for an isolated molecule of H2N4 at a distorted geometry.

CARTESIAN COORDINATES (ANGSTROEM)
H (0.88302, -1.49996, 1.68744)
N (0.69719, -0.57745, 1.28642)
N (0.18057, -0.64411, 0.17073)
N (0.01140, 0.22320, -0.63707)
N (-0.92528, 0.99787, -0.80921)
H (-0.84690, 1.50046, -1.69830)

Results
Energy relative to the best compared isomer or geometry (same formula, charge and spin) ... 69.8 kcal/mol
Multiplicity ... 1
HOMO energy ... -0.3528 Eh
Frontier orbital gap ... 10.30 eV



DFT (ωB97M-V/def2-TZVPD) results for the ion H2N5O with charge +1 at a distorted geometry.

CARTESIAN COORDINATES (ANGSTROEM)
O (-1.77179, 1.19330, 0.52968)
N (-0.82746, 0.50579, 0.46147)
N (-0.37223, -0.38993, 1.38794)
N (0.58475, -1.00059, 0.88994)
N (0.86702, -0.69750, -0.27020)
N (-0.02266, 0.43380, -0.62560)
H (1.34293, -1.14147, -1.01465)
H (0.19944, 1.09661, -1.35858)

Results
Energy relative to the best compared isomer or geometry (same formula, charge and spin) ... 62.7 kcal/mol
Total charge ... +1
Multiplicity ... 1
HOMO energy ... -0.6266 Eh
Frontier orbital gap ... 10.33 eV



DFT (ωB97M-V/def2-TZVPD) results for a cluster of 2 separate species, H2N5O in total at a distorted geometry.

CARTESIAN COORDINATES (ANGSTROEM)
N (0.65883, 0.71959, 0.33847)
N (-0.30406, 0.66936, 0.95868)
N (1.42451, 0.36386, -0.47037)
N (-1.81223, -0.48163, 0.36341)
N (-2.66153, 0.04523, -0.14230)
O (-3.62958, 0.47878, -0.49035)
H (2.43766, 0.68701, -0.31165)
H (-0.59101, 0.20447, 1.82194)

Results
Energy relative to the best compared isomer or geometry (same formula, charge and spin) ... 66.8 kcal/mol
Total charge ... +1
Multiplicity ... 1
HOMO energy ... -0.5901 Eh
Frontier orbital gap ... 10.08 eV



DFT (ωB97M-V/def2-TZVPD) results for a cluster of 2 separate species, H2NO2P in total at a distorted geometry.

CARTESIAN COORDINATES (ANGSTROEM)
N (-1.02073, -0.75314, -1.04676)
O (1.26852, 0.70143, 0.06248)
O (-1.22623, -0.62032, 0.16781)
P (-0.79106, -0.24374, 1.53488)
H (-0.06806, -0.21878, -1.33510)
H (1.83755, 1.13455, 0.61671)

Results
Energy relative to the best compared isomer or geometry (same formula, charge and spin) ... 177.2 kcal/mol
Multiplicity ... 1
HOMO energy (spin up / spin down) ... -0.3695 / -0.3351 Eh
Frontier orbital gap (spin up / spin down) ... 8.51 / 7.20 eV